[1]
{"formula": "C40H74BBrClF3N2O6S", "method": "ωB97M-V/def2-TZVPD", "total_energy_ev": -160162.988, "homo_energy_ev": -8.23, "smiles": "CCCOC[C@](CCCBr)(CCCc1ccccc1)O[C@@H](B(N)O)[C@@H](CCC(F)=C(F)F)O[C@@H](N)CCCCS(=O)(=O)Cl.CCCCCC.CCCCCC", "homo_lumo_gap_ev": 7.359, "lumo_energy_ev": -0.870, "symbols": ["C", "C", "C", "O", "C", "C", "C", "C", "C", "Br", "C", "C", "C", "C", "C", "C", "C", "C", "C", "O", "C", "B", "N", "O", "C", "C", "C", "C", "F", "C", "F", "F", "O", "C", "N", "C", "C", "C", "C", "S", "O", "O", "Cl", "H", "H", "H", "H", "H", "H", "H", "H", "H", "H", "H", "H", "H", "H", "H", "H", "H", "H", "H", "H", "H", "H", "H", "H", "H", "H", "H", "H", "H", "H", "H", "H", "H", "H", "H", "H", "H", "H", "H", "H", "H", "H", "H", "H", "H", "H", "C", "C", "C", "C", "C", "C", "H", "H", "H", "H", "H", "H", "H", "H", "H", "H", "H", "H", "H", "H", "C", "C", "C", "C", "C", "C", "H", "H", "H", "H", "H", "H", "H", "H", "H", "H", "H", "H", "H", "H"], "xyz": [[-3.262, -3.533, -5.830], [-1.794, -2.944, -6.199], [-1.526, -1.500, -5.500], [-1.283, -1.600, -4.079], [-0.049, -0.953, -3.686], [0.489, -1.441, -2.241], [1.589, -0.434, -1.652], [2.777, -0.106, -2.725], [2.498, 1.277, -3.535], [3.143, 0.942, -5.421], [1.273, -2.856, -2.494], [0.295, -4.130, -2.534], [0.074, -4.826, -1.100], [-1.449, -5.207, -0.780], [-2.694, -4.570, -1.439], [-4.176, -4.940, -1.064], [-4.449, -6.003, 0.027], [-3.203, -6.683, 0.683], [-1.724, -6.304, 0.314], [-0.602, -1.753, -1.346], [-1.231, -0.560, -0.807], [-2.875, -0.741, -0.883], [-3.741, 0.182, -1.721], [-3.576, -1.744, -0.133], [-0.788, -0.492, 0.764], [-1.677, 0.525, 1.626], [-0.922, 1.191, 2.875], [-1.934, 1.695, 4.031], [-2.299, 3.085, 4.164], [-2.471, 0.754, 4.988], [-3.810, 0.308, 4.998], [-1.610, 0.199, 5.979], [-0.936, -1.873, 1.242], [-0.279, -2.057, 2.508], [-1.286, -1.925, 3.634], [0.262, -3.600, 2.564], [1.865, -3.519, 2.433], [2.556, -4.828, 1.817], [2.074, -6.211, 2.471], [2.374, -7.635, 1.281], [3.070, -7.160, 0.015], [1.099, -8.382, 0.961], [3.663, -9.074, 2.131], [-3.725, -4.163, -6.659], [-3.955, -2.640, -5.653], [-3.181, -4.112, -4.838], [-1.037, -3.738, -5.874], [-1.747, -2.883, -7.346], [-2.528, -0.929, -5.617], [-0.721, -0.933, -6.085], [0.739, -1.120, -4.511], [-0.267, 0.188, -3.674], [2.135, -0.935, -0.763], [1.186, 0.588, -1.330], [3.790, 0.057, -2.193], [2.917, -0.930, -3.500], [3.115, 2.155, -3.115], [1.392, 1.527, -3.641], [2.136, -2.994, -1.736], [1.754, -2.764, -3.529], [-0.669, -3.873, -3.091], [0.830, -4.922, -3.191], [0.795, -5.707, -0.900], [0.364, -4.026, -0.311], [-2.581, -3.760, -2.249], [-5.032, -4.389, -1.598], [-5.523, -6.253, 0.310], [-3.405, -7.493, 1.465], [-0.904, -6.864, 0.873], [-0.996, 0.406, -1.370], [-4.175, -0.442, -2.427], [-3.173, 0.915, -2.165], [-4.537, -1.560, -0.080], [0.328, -0.188, 0.862], [-1.991, 1.401, 0.934], [-2.619, 0.008, 2.022], [-0.165, 0.521, 3.402], [-0.385, 2.143, 2.513], [0.620, -1.377, 2.693], [-0.681, -1.898, 4.484], [-1.814, -2.817, 3.734], [0.015, -4.060, 3.598], [-0.247, -4.273, 1.793], [2.083, -2.655, 1.690], [2.284, -3.176, 3.438], [3.688, -4.736, 2.043], [2.445, -4.771, 0.680], [2.791, -6.419, 3.355], [1.019, -6.206, 2.902], [1.159, 4.569, -5.568], [2.385, 5.033, -4.794], [2.393, 6.538, -4.518], [2.429, 7.431, -5.761], [3.614, 7.196, -6.700], [4.963, 7.479, -6.051], [1.112, 5.023, -6.561], [1.187, 3.484, -5.702], [0.240, 4.820, -5.030], [3.291, 4.737, -5.330], [2.410, 4.505, -3.834], [3.250, 6.772, -3.876], [1.503, 6.796, -3.933], [2.438, 8.477, -5.434], [1.501, 7.302, -6.329], [3.502, 7.853, -7.569], [3.600, 6.172, -7.087], [5.015, 8.511, -5.696], [5.767, 7.331, -6.777], [5.153, 6.812, -5.207], [0.094, 2.356, 7.369], [-1.119, 3.156, 7.824], [-1.273, 4.491, 7.094], [-0.125, 5.485, 7.300], [0.160, 5.862, 8.756], [-1.008, 6.561, 9.437], [1.027, 2.885, 7.579], [0.131, 1.398, 7.894], [0.046, 2.152, 6.296], [-1.070, 3.314, 8.905], [-2.018, 2.557, 7.642], [-2.215, 4.954, 7.405], [-1.374, 4.300, 6.021], [-0.353, 6.397, 6.736], [0.791, 5.080, 6.857], [1.027, 6.532, 8.775], [0.445, 4.976, 9.331], [-1.282, 7.474, 8.901], [-0.735, 6.839, 10.458], [-1.888, 5.916, 9.495]]}


[2]
{"formula": "C37H59N5O5", "method": "ωB97M-V/def2-TZVPD", "total_energy_ev": -57008.794, "homo_energy_ev": [-8.45, -9.19], "multiplicity": 3, "s2": 2.01, "homo_lumo_gap_ev": [7.440, 8.179], "lumo_energy_ev": [-1.012, -1.012], "symbols": ["C", "C", "O", "N", "C", "C", "C", "C", "C", "C", "C", "C", "C", "C", "C", "C", "N", "C", "O", "C", "C", "N", "C", "C", "O", "H", "H", "H", "H", "H", "H", "H", "H", "H", "H", "H", "H", "H", "H", "H", "H", "H", "H", "H", "H", "H", "H", "H", "C", "C", "C", "C", "C", "C", "N", "O", "C", "C", "C", "H", "H", "H", "H", "H", "H", "H", "H", "H", "H", "H", "H", "H", "H", "H", "H", "H", "H", "C", "C", "C", "C", "C", "C", "N", "O", "C", "C", "C", "H", "H", "H", "H", "H", "H", "H", "H", "H", "H", "H", "H", "H", "H", "H", "H", "H", "H"], "xyz": [[3.706, 3.001, 1.910], [3.301, 1.798, 1.050], [3.516, 0.684, 1.478], [2.718, 1.952, -0.258], [3.717, 2.387, -1.238], [1.530, 2.825, -0.256], [0.240, 2.049, -0.591], [-0.453, 1.450, 0.662], [-1.898, 1.926, 0.910], [-2.050, 3.418, 0.722], [-2.903, 3.971, -0.145], [-3.855, 3.193, -1.016], [-3.301, 2.324, -1.925], [-4.170, 1.610, -2.728], [-5.497, 1.876, -2.535], [-5.960, 2.781, -1.622], [-5.132, 3.447, -0.826], [-2.926, 5.482, -0.262], [-3.836, 6.038, -0.831], [-1.751, 6.237, 0.318], [-1.489, 7.681, -0.082], [-1.737, 7.856, -1.533], [-0.916, 5.662, 1.174], [-1.159, 4.258, 1.605], [-0.691, 3.783, 2.625], [3.947, 2.615, 2.897], [4.562, 3.496, 1.448], [2.884, 3.707, 2.040], [3.335, 2.133, -2.228], [4.689, 1.922, -1.070], [3.873, 3.479, -1.225], [1.665, 3.543, -1.075], [1.414, 3.406, 0.663], [0.515, 1.241, -1.274], [-0.385, 2.737, -1.167], [-0.368, 0.365, 0.600], [0.137, 1.775, 1.522], [-2.100, 1.754, 1.975], [-2.657, 1.362, 0.376], [-2.237, 2.169, -2.009], [-3.822, 0.887, -3.451], [-6.224, 1.342, -3.140], [-7.019, 2.980, -1.518], [-2.238, 8.286, 0.441], [-0.482, 7.971, 0.219], [-1.022, 8.478, -1.895], [-1.579, 6.983, -2.024], [-0.055, 6.167, 1.600], [-5.586, -3.701, 0.462], [-4.539, -2.574, 0.577], [-3.160, -3.159, 0.269], [-2.675, -4.102, 1.366], [-2.703, -3.418, 2.734], [-4.009, -2.686, 3.070], [-4.570, -1.919, 1.917], [-3.932, -0.792, 1.829], [-5.075, -3.673, 3.588], [-3.739, -1.780, 4.274], [-4.948, -1.584, -0.516], [-5.696, -4.002, -0.580], [-5.319, -4.610, 0.995], [-6.563, -3.368, 0.815], [-2.431, -2.351, 0.140], [-3.190, -3.691, -0.685], [-3.273, -5.017, 1.387], [-1.654, -4.419, 1.144], [-2.491, -4.157, 3.510], [-1.874, -2.703, 2.763], [-6.013, -3.152, 3.785], [-4.751, -4.126, 4.526], [-5.283, -4.501, 2.915], [-2.905, -1.100, 4.101], [-3.479, -2.386, 5.142], [-4.617, -1.185, 4.529], [-5.944, -1.182, -0.319], [-4.973, -2.085, -1.484], [-4.258, -0.747, -0.609], [7.245, -1.991, -1.519], [5.762, -1.691, -1.825], [5.078, -1.254, -0.528], [4.931, -2.404, 0.462], [4.215, -3.594, -0.177], [4.753, -4.017, -1.551], [5.073, -2.861, -2.440], [3.966, -2.443, -2.979], [6.007, -4.903, -1.401], [3.724, -4.954, -2.188], [5.827, -0.522, -2.808], [7.771, -1.064, -1.287], [7.398, -2.630, -0.655], [7.740, -2.446, -2.379], [4.088, -0.840, -0.744], [5.645, -0.444, -0.062], [5.905, -2.712, 0.852], [4.359, -2.061, 1.326], [4.255, -4.447, 0.506], [3.157, -3.332, -0.273], [6.409, -5.164, -2.381], [5.757, -5.834, -0.892], [6.806, -4.451, -0.818], [2.733, -4.503, -2.242], [3.628, -5.860, -1.590], [4.022, -5.246, -3.196], [6.340, -0.816, -3.725], [6.379, 0.308, -2.366], [4.843, -0.141, -3.076]]}


[3]
{"formula": "C23H24N8ORhS3", "method": "ωB97M-V/def2-TZVPD", "total_energy_ev": -73698.418, "homo_energy_ev": [-17.09, -17.13], "multiplicity": 5, "s2": 6.05, "homo_lumo_gap_ev": [8.162, 5.497], "lumo_energy_ev": [-8.932, -11.637], "total_charge": 3, "symbols": ["Rh", "N", "C", "N", "C", "C", "S", "C", "C", "S", "C", "N", "N", "H", "H", "H", "H", "H", "H", "N", "C", "C", "C", "C", "N", "C", "C", "H", "H", "H", "H", "C", "C", "C", "N", "C", "S", "N", "C", "O", "C", "C", "C", "C", "C", "C", "H", "H", "H", "H", "H", "H", "H", "H", "H", "H", "H", "H", "H", "H"], "xyz": [[1.296, -0.168, 0.858], [-0.562, 1.768, 3.336], [0.615, 1.316, 3.711], [1.414, 0.583, 2.944], [2.578, 0.274, 3.607], [2.655, 0.766, 4.905], [1.270, 1.639, 5.311], [3.580, -0.465, 2.928], [4.804, -0.866, 3.458], [5.723, -1.687, 2.308], [4.425, -1.464, 1.141], [3.372, -0.823, 1.619], [4.539, -1.906, -0.099], [-0.891, 1.571, 2.393], [-1.123, 2.345, 3.943], [3.464, 0.651, 5.611], [5.178, -0.706, 4.457], [5.366, -2.384, -0.423], [3.817, -1.707, -0.774], [-3.792, -5.473, -0.587], [-2.917, -4.780, -0.318], [-1.863, -3.861, 0.008], [-1.875, -3.185, 1.223], [-0.897, -2.242, 1.459], [0.068, -1.960, 0.574], [0.099, -2.648, -0.579], [-0.841, -3.602, -0.903], [-2.643, -3.378, 1.958], [-0.889, -1.674, 2.381], [0.899, -2.408, -1.269], [-0.789, -4.128, -1.846], [0.646, 5.027, -3.571], [1.784, 4.075, -3.224], [1.542, 2.650, -3.709], [0.333, 2.058, -3.094], [0.273, 1.386, -1.975], [1.720, 1.104, -1.081], [-0.976, 0.880, -1.656], [-1.501, 0.563, -0.417], [-0.897, 0.848, 0.621], [-2.799, -0.120, -0.432], [-3.614, -0.023, 0.700], [-4.824, -0.689, 0.742], [-5.220, -1.475, -0.337], [-4.411, -1.586, -1.462], [-3.208, -0.903, -1.516], [0.885, 6.040, -3.257], [-0.287, 4.753, -3.071], [0.465, 5.052, -4.647], [1.968, 4.063, -2.147], [2.710, 4.410, -3.693], [2.382, 1.994, -3.493], [1.366, 2.631, -4.784], [-0.539, 2.272, -3.563], [-1.637, 0.825, -2.420], [-3.305, 0.596, 1.532], [-5.467, -0.594, 1.606], [-6.165, -2.001, -0.303], [-4.721, -2.204, -2.294], [-2.580, -1.031, -2.392]]}


[4]
{"formula": "C31H31I2N8OPSTl", "method": "ωB97M-V/def2-TZVPD", "total_energy_ev": -87633.018, "homo_energy_ev": -9.39, "homo_lumo_gap_ev": 6.917, "lumo_energy_ev": -2.475, "total_charge": 1, "symbols": ["Tl", "C", "N", "C", "C", "N", "C", "P", "C", "N", "C", "C", "N", "C", "C", "N", "C", "C", "N", "C", "H", "H", "H", "H", "H", "H", "H", "H", "H", "H", "H", "H", "H", "H", "H", "I", "C", "C", "C", "I", "C", "O", "C", "C", "N", "C", "C", "C", "C", "C", "C", "N", "C", "H", "H", "H", "H", "H", "H", "H", "H", "H", "H", "H", "S", "C", "C", "C", "C", "C", "C", "H", "H", "H", "H", "H"], "xyz": [[-0.189, -0.773, 0.298], [0.474, 4.936, 1.583], [0.109, 3.527, 1.681], [-0.357, 2.920, 2.811], [-0.562, 1.612, 2.494], [-0.228, 1.419, 1.177], [0.181, 2.593, 0.702], [0.819, 3.035, -0.942], [-0.427, 2.245, -2.002], [-0.879, 1.008, -1.901], [-1.708, 0.825, -2.975], [-1.752, 1.964, -3.727], [-0.939, 2.863, -3.103], [-0.652, 4.211, -3.575], [2.123, 1.790, -1.092], [1.978, 0.500, -0.854], [3.180, -0.078, -1.141], [4.060, 0.882, -1.555], [3.385, 2.068, -1.515], [3.929, 3.369, -1.877], [0.247, 5.410, 2.533], [-0.096, 5.426, 0.798], [1.537, 5.045, 1.380], [-0.497, 3.458, 3.732], [-0.905, 0.791, 3.099], [-2.209, -0.110, -3.167], [-2.278, 2.205, -4.635], [-1.389, 4.476, -4.328], [0.341, 4.263, -4.019], [-0.717, 4.921, -2.755], [3.339, -1.134, -1.020], [5.092, 0.825, -1.857], [4.997, 3.260, -2.044], [3.772, 4.086, -1.074], [3.468, 3.743, -2.789], [-5.868, -4.776, 3.651], [-4.215, -3.576, 3.226], [-2.984, -3.855, 3.808], [-1.891, -3.059, 3.519], [-0.047, -3.467, 4.394], [-1.984, -1.957, 2.647], [-0.961, -1.175, 2.393], [-3.245, -1.705, 2.073], [-3.353, -0.558, 1.115], [-2.547, -0.803, -0.113], [-3.008, -1.991, -0.842], [-2.059, -2.412, -1.936], [-2.505, -3.150, -3.025], [-1.587, -3.541, -3.983], [-0.255, -3.181, -3.834], [0.104, -2.445, -2.721], [-0.783, -2.073, -1.798], [-4.343, -2.506, 2.360], [-2.876, -4.692, 4.485], [-2.968, 0.360, 1.562], [-4.399, -0.395, 0.837], [-2.625, 0.010, -0.717], [-4.003, -1.821, -1.266], [-3.102, -2.804, -0.119], [-3.552, -3.412, -3.111], [-1.907, -4.120, -4.840], [0.491, -3.467, -4.562], [1.129, -2.140, -2.544], [-5.302, -2.285, 1.906], [1.482, -2.558, 0.484], [2.669, -1.852, 1.605], [2.321, -1.006, 2.655], [3.305, -0.494, 3.488], [4.638, -0.837, 3.302], [4.982, -1.702, 2.275], [4.005, -2.201, 1.424], [1.278, -0.788, 2.850], [3.023, 0.160, 4.303], [5.400, -0.444, 3.961], [6.015, -1.991, 2.130], [4.279, -2.871, 0.617]]}


[5]
{"formula": "C17H40Cl24N2OP", "method": "ωB97M-V/def2-TZVPD", "total_energy_ev": -333131.533, "homo_energy_ev": -4.12, "homo_lumo_gap_ev": 5.923, "lumo_energy_ev": 1.805, "total_charge": -1, "symbols": ["C", "N", "C", "P", "N", "C", "C", "C", "O", "H", "H", "H", "H", "H", "H", "H", "H", "H", "H", "H", "H", "H", "H", "H", "H", "C", "Cl", "Cl", "H", "H", "C", "Cl", "Cl", "H", "H", "C", "Cl", "Cl", "H", "H", "C", "Cl", "Cl", "H", "H", "C", "Cl", "Cl", "H", "H", "C", "Cl", "Cl", "H", "H", "C", "Cl", "Cl", "H", "H", "C", "Cl", "Cl", "H", "H", "C", "Cl", "Cl", "H", "H", "C", "Cl", "Cl", "H", "H", "C", "Cl", "Cl", "H", "H", "C", "Cl", "Cl", "H", "H"], "xyz": [[-2.959, 0.632, -0.305], [-2.578, -0.043, -1.546], [-1.154, 0.166, -1.870], [0.107, -0.770, -0.762], [0.364, -2.164, -2.079], [-0.905, -2.679, -2.611], [1.069, -3.188, -1.442], [0.344, -4.162, -0.540], [2.288, -3.309, -1.573], [-2.597, 1.663, -0.326], [-2.545, 0.165, 0.597], [-4.047, 0.668, -0.203], [-2.717, -1.036, -1.384], [-0.947, 1.225, -1.680], [-0.987, 0.005, -2.940], [-0.987, -1.537, -0.124], [1.096, -1.443, 0.086], [1.189, -0.021, -1.371], [-0.041, 0.265, 0.271], [-0.756, -3.654, -3.087], [-1.690, -2.809, -1.853], [-1.276, -2.014, -3.392], [-0.643, -3.803, -0.246], [0.214, -5.118, -1.054], [0.933, -4.315, 0.362], [-3.798, 2.419, -3.263], [-4.777, 3.070, -1.938], [-2.770, 3.694, -3.951], [-3.182, 1.611, -2.871], [-4.466, 2.061, -4.037], [1.511, 3.730, -2.988], [1.757, 2.058, -2.495], [1.413, 3.896, -4.760], [0.576, 4.083, -2.565], [2.339, 4.340, -2.644], [4.441, -4.549, 0.856], [4.534, -3.404, 2.199], [3.891, -6.149, 1.396], [3.728, -4.176, 0.125], [5.430, -4.661, 0.431], [0.368, -5.815, 3.597], [0.529, -4.103, 4.004], [-0.750, -6.080, 2.252], [1.343, -6.185, 3.303], [-0.009, -6.331, 4.472], [0.263, -8.556, 7.218], [1.016, -6.980, 7.495], [-0.381, -8.694, 5.578], [1.022, -9.318, 7.347], [-0.547, -8.687, 7.925], [3.551, -0.701, -5.229], [2.261, -0.939, -4.059], [4.124, 0.986, -5.344], [4.397, -1.311, -4.936], [3.197, -0.987, -6.212], [-2.607, -4.808, 6.845], [-2.494, -6.256, 7.867], [-3.172, -5.208, 5.227], [-3.305, -4.117, 7.302], [-1.620, -4.368, 6.765], [-2.649, 6.179, -0.652], [-1.050, 6.929, -0.814], [-2.607, 4.728, 0.342], [-3.317, 6.898, -0.194], [-2.993, 5.903, -1.643], [5.539, 3.912, -1.872], [4.291, 3.802, -0.634], [6.133, 5.569, -2.094], [6.374, 3.289, -1.575], [5.119, 3.571, -2.812], [0.973, 9.121, 1.863], [0.115, 9.974, 3.155], [2.014, 10.204, 0.930], [1.591, 8.353, 2.310], [0.241, 8.685, 1.195], [-3.319, -0.732, 5.088], [-1.782, -1.356, 5.695], [-4.655, -1.860, 5.357], [-3.539, 0.189, 5.614], [-3.224, -0.561, 4.022], [-0.249, 6.902, -5.853], [-1.242, 6.703, -4.409], [-0.858, 8.181, -6.919], [0.756, 7.162, -5.545], [-0.253, 5.967, -6.399]]}